No. 1
102
Properties=species:S:1:pos:R:3 method="wB97M-V/def2-TZVPD" spin_multiplicity=1 charge=-1 lumo_energy_ha=0.0848 homo_lumo_gap_ha=0.255
Bi 0.20728 -0.10966 0.10196
S 2.31096 -2.22648 -0.24842
S -1.02804 -2.22532 0.82507
Si -1.75919 1.55205 2.74071
O -4.52079 -1.49365 -0.99467
O -2.25955 -0.32384 -0.77575
O 0.03866 -1.07109 -2.21849
O -0.96025 0.61088 1.75935
N -0.92169 1.87570 -1.18125
N -1.88574 -4.41474 -0.30265
N -0.58734 -3.25959 -1.71882
N 1.76712 1.44058 -1.73858
N 1.60181 -0.75204 2.10977
N 1.72541 1.78358 1.42692
N -2.23124 1.93115 -1.04109
N 1.90419 -4.15519 1.56601
N 1.70639 -2.05319 2.35098
C -2.84294 0.80163 -0.76103
C 2.40406 3.78346 3.20487
C 3.58191 1.62452 -3.26694
C -1.15012 -3.29924 -0.53426
C -1.70567 -5.19119 2.05597
C 2.98920 1.13184 -2.11124
C -4.95364 2.08698 -0.40759
C 1.55251 2.81479 -3.67800
C -2.58912 -4.64169 0.93697
C -5.08154 -0.29763 -0.76180
C 2.70091 -5.10211 0.83404
C 1.00749 -1.85649 -4.66325
C 1.38686 -2.25506 -5.93216
C -3.64348 1.22394 2.79957
C -6.33033 2.15829 -0.32659
C -0.49883 -6.28477 -1.06883
C 1.20327 -3.56783 -6.33217
C 2.12030 -0.45243 4.44893
C 1.83824 3.02864 1.02455
C 1.83521 0.08116 3.07098
C 4.10891 -5.24525 1.41161
C 2.84362 2.50709 -4.04847
C 2.18993 4.07767 1.86439
C 0.65136 -4.48769 -5.45675
C 1.02255 2.23757 -2.51062
C -7.08887 1.00686 -0.47204
C 1.92192 1.47760 2.71657
C -6.47330 -0.21109 -0.67819
C -4.31367 0.87366 -0.63367
C 0.44111 -2.77343 -3.78055
C -0.36507 2.42460 -2.19969
C -1.17073 1.27800 4.54549
C 2.27154 2.48222 3.63605
C -1.49782 3.40999 2.37347
C 1.93292 -2.81677 1.30115
C 0.27354 -4.09232 -4.18726
C -1.80921 -5.51549 -1.23958
C -0.03876 -2.28907 -2.44212
H 0.33054 -5.59122 -1.18099
H -1.87778 -5.11623 -2.25383
H 2.19499 -6.07111 0.84264
H 2.66806 4.56027 3.91087
H -1.85029 1.73390 5.25913
H 2.75603 -4.73114 -0.19098
H -1.87415 3.67027 1.38895
H 1.82405 -1.54582 -6.62239
H -8.16886 1.06511 -0.43834
H -1.99710 4.04016 3.10410
H -3.00976 -3.69192 1.27124
H -3.53381 -1.33862 -0.95294
H 1.76557 -4.34468 2.55045
H 0.94222 3.48580 -4.26702
H 2.44927 2.24910 4.67327
H -7.05254 -1.11781 -0.77113
H -0.96834 2.93692 -2.95616
H 4.07567 -5.64451 2.42480
H 3.03259 -1.05064 4.44178
H -0.41202 -7.07726 -1.80993
H -0.45304 -6.72665 -0.07624
H -1.30121 -6.16731 1.80043
H -2.28300 -5.27966 2.97336
H -3.40570 -5.33839 0.72625
H 1.64875 3.19394 -0.02742
H 4.70469 -5.91013 0.79074
H 4.58528 -4.26880 1.43975
H -3.83695 0.18370 3.04049
H -0.16330 -4.79026 -3.49418
H 1.13474 -0.83196 -4.34134
H -4.33249 2.96237 -0.30449
H -2.66368 -6.17580 -1.06545
H 2.20399 0.32482 5.19775
H -4.12209 1.43346 1.84899
H 2.27967 5.08448 1.48700
H -1.13195 0.21620 4.76364
H 1.48831 -3.88384 -7.32530
H 3.26575 2.94827 -4.94230
H -4.13984 1.82612 3.55607
H -0.43981 3.65621 2.38704
H 1.30205 -1.11826 4.71942
H 3.50956 0.45601 -1.44606
H 0.50952 -5.51326 -5.76740
H 4.58482 1.33665 -3.54348
H -0.88624 -4.50031 2.22136
H -0.18143 1.68623 4.72462
H -6.81555 3.10614 -0.14945


No. 2
95
Properties=species:S:1:pos:R:3 method="wB97M-V/def2-TZVPD" spin_multiplicity=1 charge=+1 lumo_energy_ha=-0.1100 homo_lumo_gap_ha=0.282
Ag 0.26932 0.24169 0.15671
O 1.67851 6.07124 -2.17694
O -1.91904 -0.41189 1.72268
N -4.03339 -1.10343 1.94365
N 2.19049 -0.43649 1.52996
N 1.45452 4.43292 -3.81512
N -0.35960 2.34370 -0.42397
N 1.00788 -2.09742 -0.36062
N -4.62560 -4.22177 3.15951
C 1.55227 2.23347 -5.04601
C 2.76079 0.52899 2.43519
C 4.02075 1.12838 2.13202
C -0.02708 -2.47087 -2.56221
C 2.24314 2.32330 4.02123
C -4.85721 -2.91513 3.36045
C 1.22880 4.96017 -2.52233
C -0.97470 -3.79989 0.97739
C -3.76353 -1.88814 3.11396
C -5.57434 -5.12573 3.28034
C -7.18643 -3.46372 3.87837
C -2.28842 -3.21567 -2.63629
C 2.00328 -2.56076 0.35818
C 2.49609 -3.96427 0.30278
C 3.71317 5.05996 -4.70830
C 2.22108 5.31796 -4.72160
C -1.31264 2.95507 0.23072
C -1.20821 -2.64400 -3.27638
C -0.74490 4.91563 -0.97324
C 1.87412 1.17279 3.37084
C 0.06315 -2.80185 -1.13741
C -3.52180 0.20094 -0.07790
C 0.47989 2.91208 -1.27389
C 0.67887 3.43227 -4.53792
C 4.36646 2.33727 2.79740
C 0.65955 0.47809 3.83038
C -6.17848 -2.52642 3.66965
C 4.88725 0.66352 1.00366
C 0.33347 4.23921 -1.59250
C -3.05635 -0.44512 1.27093
C 2.66392 -1.63058 1.34328
C -1.03985 -3.38619 -0.49252
C 3.99530 -2.16757 1.89699
C -1.59872 4.28760 -0.06711
C 3.46680 2.94158 3.67886
C 1.22210 -2.26967 -3.40875
C -2.16694 -3.63942 -1.33690
C -6.88437 -4.78135 3.68027
H 5.41570 2.67885 2.65864
H -2.62521 0.33797 -0.69675
H 4.14074 -1.60943 2.84859
H 3.92349 -3.22575 2.04774
H 1.41371 -1.24034 -3.72453
H 0.79258 1.53920 -5.44733
H 0.43443 -0.39745 3.20097
H -3.62920 -1.22183 4.00067
H 1.90692 5.02387 -5.73530
H -0.15638 3.03835 -3.86734
H 2.16555 -2.43253 -2.89128
H -6.45873 -1.47311 3.64988
H -1.74315 2.33546 0.99515
H -4.24364 -0.39750 -0.60648
H 3.58402 -3.88545 0.01161
H 3.99301 3.99389 -4.70634
H -0.61513 -4.83381 1.13963
H 1.84008 6.34796 -4.66655
H 0.25487 3.88057 -5.41207
H -3.21252 -3.46994 -3.09967
H 5.56830 1.47083 0.56779
H -1.27756 -2.39148 -4.34153
H -2.85308 -2.38854 2.93310
H 4.82939 -1.94697 1.21914
H 0.74528 0.28077 4.91392
H 4.25430 5.41430 -3.78827
H -7.70768 -5.47129 3.80776
H 2.39617 -4.47285 1.25522
H -4.88782 -1.18857 1.39305
H 4.24248 0.35927 0.13484
H 4.21556 5.51969 -5.57854
H 1.26874 -2.90161 -4.30791
H 3.73778 3.90743 4.14763
H 1.95971 -4.48416 -0.52086
H -8.22480 -3.18747 4.11303
H 1.55785 2.76736 4.70818
H 2.26237 2.63960 -5.81692
H 2.12859 1.75979 -4.17458
H -0.20548 1.17787 3.72849
H -2.47409 4.78325 0.33588
H -5.27092 -6.14817 3.00264
H -0.77601 5.97949 -1.15382
H -0.49678 -3.02745 1.57019
H -2.02258 -3.75551 1.38307
H -3.95310 1.15306 0.18036
H 1.19977 2.24413 -1.71208
H 5.48256 -0.19181 1.24782
H -3.08941 -4.10045 -0.94433


No. 3
105
Properties=species:S:1:pos:R:3 method="wB97M-V/def2-TZVPD" spin_multiplicity=6 charge=+1 lumo_energy_ha="-0.1329 / -0.1330" homo_lumo_gap_ha="0.236 / 0.237" s_squared=8.761
Mn 0.46509 2.90593 -1.83934
S 2.00951 2.62482 0.08434
S 3.68869 -0.46749 -2.51631
S -1.62992 3.85851 0.25003
S 0.20476 0.79113 -2.96839
O -2.26882 3.77429 -3.49415
O -0.79158 4.83672 0.79032
O -1.60041 2.51301 0.84971
N 4.66119 4.33769 -4.52884
N 1.89876 -1.00166 1.75295
N -1.20434 -0.86717 0.34044
N 1.34551 4.13182 -3.11766
N -1.25148 3.61223 -1.35836
N 1.79514 -1.80512 -0.99144
N 1.59086 0.05588 0.85715
N -0.41628 -0.54680 -0.75164
N 1.17892 -2.95126 -0.46025
N 2.66941 5.19504 -5.25278
C 2.10922 -1.68554 4.05353
C -4.08410 4.91215 0.86815
C 1.71001 -4.12357 -0.73835
C 4.48849 -3.29903 -3.22481
C 0.70375 5.08872 -3.85495
C -4.73356 4.92851 -1.94608
C 1.55195 0.65035 3.43887
C -0.11943 -4.92457 0.70879
C -5.60784 5.42120 -0.94358
C -3.91401 0.46649 1.90237
C -3.33234 -0.93230 1.40064
C -2.51027 -0.75445 0.16734
C 1.38337 3.19243 3.03528
C 2.90571 -1.85938 -1.79148
C 1.01683 -5.34750 -0.17127
C 1.45801 5.64662 -4.90778
C 2.62831 3.86913 -3.30252
C 3.45822 -3.15337 -2.13705
C -5.27756 5.49252 0.41760
C -4.52188 -1.93452 1.13352
C 3.33839 4.44476 -4.36917
C -2.84676 0.26948 -3.52935
C -2.29090 -0.01389 -2.12011
C -3.22426 4.47916 -0.11926
C -2.30961 3.98590 -2.27335
C 1.87823 -0.65204 3.02170
C 2.18329 -6.14311 0.47287
C -2.43490 -1.41942 2.58438
C 1.87435 -3.06307 3.48690
C 1.42362 1.71447 2.60695
C 0.53375 -6.06107 -1.45242
C -3.03402 -0.50587 -1.11659
C -3.48855 4.57186 -1.49538
C 2.88051 -4.24560 -1.55214
C 3.57515 -1.58043 4.53275
C 1.56044 1.37154 1.20993
C 1.22278 -1.33891 5.28560
C -0.89373 0.05687 -1.86223
B 1.10524 -0.59103 -0.36655
H -3.00043 -1.60962 3.50169
H 0.18629 -1.08187 4.91376
H 0.52075 3.65845 2.63155
H 1.08787 -2.17431 6.02282
H 2.10645 -3.80350 4.26841
H -0.87147 -4.34148 0.11333
H -4.93882 -2.25375 2.09207
H 2.93138 -6.38284 -0.30985
H 0.35883 -7.13084 -1.16872
H 0.87289 -3.16740 3.21972
H 2.52085 -3.27353 2.65079
H 3.05664 3.12954 -2.63925
H -4.49682 0.24581 2.78591
H 4.07031 -3.55354 -4.17260
H 2.68688 -5.59520 1.27299
H 3.37964 -5.17254 -1.76558
H 3.64848 -2.16179 5.46579
H 1.54136 -0.38681 5.76354
H 0.31587 -4.29290 1.54244
H -4.31483 -2.87245 0.58633
H 1.26326 3.25273 4.12583
H -4.11441 -0.71928 -1.15421
H 1.42766 0.82988 4.49973
H -4.95376 4.97589 -2.99288
H -2.40192 -0.45144 -4.24685
H 1.83825 -7.11546 0.87244
H 5.19852 -4.16082 -2.93175
H 3.85936 -0.53398 4.76954
H -4.55060 0.97610 1.16356
H 4.26609 -2.06744 3.83244
H 5.25610 3.95545 -3.76568
H -1.77698 -2.22236 2.37026
H -3.20467 1.25189 2.14147
H 2.28763 3.78105 2.78508
H -0.40604 -5.57598 -1.79948
H -5.27319 -1.48688 0.50781
H -0.34811 5.38406 -3.74635
H -3.87918 4.68647 1.89437
H -6.56548 5.85787 -1.21263
H -2.45475 1.21050 -3.87208
H -1.71340 -0.66468 2.94491
H -0.61251 -5.76111 1.17713
H -3.93433 0.17026 -3.57467
H 5.00190 4.93072 -5.27019
H 1.01788 6.33702 -5.62585
H 5.07565 -2.37288 -3.33449
H 1.29076 -6.02357 -2.23976
H -5.96678 5.84554 1.20864


No. 4
95
Properties=species:S:1:pos:R:3 method="wB97M-V/def2-TZVPD" spin_multiplicity=1 lumo_energy_ha=-0.0509 homo_lumo_gap_ha=0.218
Sn 0.72230 0.28190 0.07160
S 0.71050 0.18820 2.58400
S 3.22550 0.65180 0.44800
O 0.39330 2.93840 -0.64650
O 0.16180 0.94610 -2.83790
N 3.32000 3.64710 6.89180
N 0.03360 -2.27250 -0.25970
N 6.24110 4.28480 4.24890
N -2.20930 -0.32440 -0.12670
C -3.62540 0.99800 2.15370
C 5.41470 3.51660 4.04080
C -1.21260 -2.51510 -0.40800
C 2.52740 -5.61540 -0.05100
C 4.36190 2.63190 3.72870
C -2.85290 0.87080 -4.08870
C -3.69780 0.77530 -1.69930
C 3.29980 3.11500 5.87500
C 2.15370 1.09910 2.98100
C 2.13360 -2.87650 -3.38730
C 3.28380 2.46850 4.62250
C 3.86190 -1.92900 -1.83100
C -4.23730 -1.05550 -3.28200
C 0.68060 2.25390 -2.91020
C -3.88060 1.24730 0.68340
C 2.04460 -3.43260 -0.96390
C -3.18370 -0.01320 -2.88320
C -4.85840 2.18680 0.38800
C 3.22750 1.26400 2.08800
C -5.22630 2.47090 -0.91140
C 0.25420 -4.19140 3.21880
C -4.64760 1.75740 -1.94060
C 1.45270 -5.49530 0.80810
C -2.27430 -1.54300 -0.48990
C 2.83070 -4.57460 -0.90760
C -0.43670 -4.26660 1.85460
C -3.44530 -0.48140 2.48620
C -1.45620 -5.41040 1.79820
C -3.26630 0.54700 -0.37340
C -0.06420 3.16910 -1.95520
C -0.10250 3.87370 0.27900
C -2.44500 1.82790 2.65700
C 2.20500 1.68300 4.23870
C 0.62840 -4.38030 0.78550
C 4.33580 1.99720 2.49270
C 0.89920 -3.35920 -0.15140
C 0.60740 0.16060 -3.91560
C 2.40180 -2.36640 -1.96730
H -0.48610 -4.02380 3.99580
H 0.32090 3.61860 1.24690
H -2.58670 2.88570 2.44350
H -2.35400 0.27310 -4.84890
H 0.21110 4.88330 -0.00340
H -3.56240 -0.64630 3.55440
H 1.06670 -3.01290 -3.56340
H -3.89540 -1.65110 -4.12600
H 0.27360 0.59720 -4.86500
H -1.98820 -5.41070 0.84710
H 5.17430 2.10670 1.81840
H 1.24430 -6.28970 1.51020
H 3.68450 -4.66510 -1.56080
H -3.21380 -1.96270 -0.86010
H -0.97250 -6.37730 1.91660
H -1.52970 1.48830 2.17990
H -1.55100 -3.54580 -0.55700
H -2.18720 1.67480 -3.78790
H 4.54110 -2.70510 -2.17430
H -1.19480 3.83820 0.33370
H 0.95020 -3.35570 3.22570
H -4.46510 -1.73420 -2.46300
H 1.69880 0.08760 -3.92130
H 4.09870 -1.68350 -0.79880
H 3.12620 -6.51550 -0.04410
H 2.62530 -3.83550 -3.54170
H -3.74160 1.30540 -4.54070
H -2.33220 1.71110 3.73220
H -4.19350 -1.07820 1.96490
H 2.52560 -2.17080 -4.11720
H -2.45110 -0.81290 2.19860
H -2.18890 -5.29250 2.59480
H -4.52230 1.35620 2.67340
H 0.12920 4.21450 -2.23880
H 0.18000 -0.83050 -3.79290
H -5.34320 2.70240 1.20450
H 0.80370 -5.10000 3.44950
H -1.14170 2.96600 -2.01910
H -5.98240 3.21250 -1.12000
H -2.25550 -0.52260 -2.60330
H 1.74450 2.24270 -2.63770
H 1.76870 -1.49130 -1.78260
H -0.98040 -3.32470 1.74080
H 1.36890 1.54060 4.90500
H -5.16500 -0.56050 -3.56050
H -4.95190 1.95480 -2.95640
H 4.03710 -1.03780 -2.42950
H 0.57400 2.62410 -3.94040